Version A
Density functional theory data (ωB97M-V/def2-TZVPD) for the molecule C3H3FN2O.

Values from the calculation:
- frontier orbital gap (spin up / spin down) (eV) = 9.485 / 7.523
- LUMO (spin up / spin down) (eV) = -0.609 / -1.806
- multiplicity = 1

Positions of all 10 atoms, in Å:
C1 0.500 0.634 -0.289
C2 -0.945 0.485 0.035
C3 1.176 -0.743 -0.005
N1 1.416 -1.588 -0.817
N2 -1.459 -0.523 0.465
O1 -2.397 -1.093 0.933
F1 1.455 -0.831 1.348
H1 0.592 0.876 -1.347
H2 -1.424 1.236 -0.599
H3 1.087 1.546 0.277



Version B
Density functional theory data (ωB97M-V/def2-TZVPD) for the molecule C3H3FN2O.

Values from the calculation:
- SMILES = [O-][N+]1=N[C@H]1/C=C/F
- frontier orbital gap (eV) = 10.393
- LUMO (eV) = 0.700
- multiplicity = 1

Positions of all 10 atoms, in Å:
O1 -2.620 -0.824 0.524
N1 -1.860 0.029 0.290
N2 -1.594 1.228 0.366
C1 -0.619 0.399 -0.386
C2 0.618 0.050 0.358
C3 1.728 -0.328 -0.226
F1 2.742 -0.716 0.554
H1 -0.564 0.573 -1.557
H2 0.352 -0.073 1.379
H3 1.818 -0.338 -1.302



Short version: version B is the most stable of them.



Version A
Density functional theory data (ωB97M-V/def2-TZVPD) for the molecule C3H3FOS.

Values from the calculation:
- SMILES = O=C(C=S)CF
- frontier orbital gap (eV) = 8.051
- LUMO (eV) = -1.040
- multiplicity = 1

Positions of all 9 atoms, in Å:
O1 1.579 -0.922 -0.481
C1 0.543 -0.351 -0.309
C2 -0.858 -0.836 -0.856
S1 -1.373 -2.276 -0.643
C3 0.468 0.804 0.648
F1 -0.767 1.485 0.637
H1 -1.569 -0.008 -1.025
H2 0.742 0.552 1.652
H3 1.235 1.552 0.377



Version B
Density functional theory data (ωB97M-V/def2-TZVPD) for a structure of composition C3H3FOS.

Values from the calculation:
- frontier orbital gap (eV) = 9.042
- LUMO (eV) = -0.273
- multiplicity = 1

Positions of all 9 atoms, in Å:
C1 0.183 0.692 0.174
C2 0.737 -0.727 -0.065
C3 -1.115 0.087 -0.237
H1 0.178 1.032 1.192
H2 0.990 -1.235 0.850
H3 1.512 -1.078 -0.740
O1 -0.566 -1.102 -0.517
F1 0.761 1.808 -0.488
S1 -2.681 0.522 -0.171



Short version: version A is the most stable of them.



Version A
Density functional theory data (ωB97M-V/def2-TZVPD) for a structure of composition C3H3FOS.

Values from the calculation:
- frontier orbital gap (eV) = 8.399
- LUMO (eV) = -0.316
- multiplicity = 1

Positions of all 9 atoms, in Å:
C1 -2.278 0.071 0.107
C2 -1.371 1.009 0.023
C3 0.668 -0.313 0.111
H1 -3.338 0.284 0.185
H2 -1.494 2.011 0.123
H3 -0.022 -1.465 0.284
O1 0.060 0.903 -0.139
F1 -1.873 -1.156 -0.111
S1 2.444 -0.140 0.005



Version B
Density functional theory data (ωB97M-V/def2-TZVPD) for the molecule C3H3FOS.

Values from the calculation:
- SMILES = O=CS/C=C/F
- frontier orbital gap (eV) = 9.871
- LUMO (eV) = 0.713
- multiplicity = 1

Positions of all 9 atoms, in Å:
O1 3.487 0.025 0.156
C1 2.320 0.258 -0.017
S1 1.150 -1.086 -0.058
C2 -0.390 -0.257 -0.163
C3 -1.508 -0.845 0.212
F1 -2.632 -0.192 -0.002
H1 1.717 1.127 -0.153
H2 -0.292 0.730 -0.671
H3 -1.786 -1.707 0.711



Version C
Density functional theory data (ωB97M-V/def2-TZVPD) for the molecule C3H3FOS.

Values from the calculation:
- SMILES = O=CS/C=C\F
- frontier orbital gap (eV) = 10.425
- LUMO (eV) = 0.663
- multiplicity = 1

Positions of all 9 atoms, in Å:
O1 -2.833 0.347 -0.044
C1 -1.692 0.058 -0.101
S1 -0.539 0.726 -1.336
C2 0.900 -0.156 -0.620
C3 1.289 0.234 0.532
F1 0.360 0.994 1.212
H1 -1.176 -0.869 0.532
H2 1.551 -1.007 -1.257
H3 2.139 -0.327 1.082



Short version: version B is the most stable of them.



Version A
Density functional theory data (ωB97M-V/def2-TZVPD) for a cluster of 3 separate species, C2H12N2O2 in total.

Values from the calculation:
- SMILES = NCCN.O.O
- frontier orbital gap (eV) = 9.923
- LUMO (eV) = 0.782
- multiplicity = 1

Positions of all 18 atoms, in Å:
N1 1.159 1.297 -0.880
C1 0.430 0.165 -1.481
C2 0.539 -1.130 -0.669
N2 0.649 -0.990 0.782
H1 0.744 2.117 -1.263
H2 2.142 1.178 -1.046
H3 0.791 -0.029 -2.497
H4 -0.632 0.375 -1.647
H5 -0.266 -1.848 -0.803
H6 1.475 -1.636 -0.934
H7 1.511 -0.682 1.186
H8 -0.145 -0.666 1.320
O1 -1.278 2.583 0.880
H9 -0.786 3.403 0.867
H10 -0.717 1.921 0.520
O2 -2.124 -1.763 2.114
H11 -2.317 -2.415 1.420
H12 -1.175 -1.878 2.131



Version B
Density functional theory data (ωB97M-V/def2-TZVPD) for a cluster of 3 separate species, C2H12N2O2 in total.

Values from the calculation:
- SMILES = NCCN.O.O
- frontier orbital gap (eV) = 9.573
- LUMO (eV) = 0.622
- multiplicity = 1

Positions of all 18 atoms, in Å:
N1 2.059 1.086 -0.633
C1 1.331 1.852 0.377
C2 -0.176 1.968 0.009
N2 -0.918 0.703 -0.198
H1 2.524 1.765 -1.227
H2 2.833 0.558 -0.249
H3 1.741 2.848 0.531
H4 1.281 1.286 1.319
H5 -0.644 2.490 0.839
H6 -0.296 2.488 -0.940
H7 -1.040 0.099 0.596
H8 -1.794 1.015 -0.591
O1 -0.617 -2.817 -2.630
H9 -0.665 -1.854 -2.779
H10 -0.490 -2.947 -1.670
O2 -1.370 -2.057 2.755
H11 -1.116 -2.934 2.982
H12 -1.112 -1.461 3.471



Short version: version A is the most stable of them.



Version A
Density functional theory data (ωB97M-V/def2-TZVPD) for a cluster of 3 separate species, C2H12N2O2 in total.

Values from the calculation:
- SMILES = NCCN.O.O
- frontier orbital gap (eV) = 9.852
- LUMO (eV) = 0.736
- multiplicity = 1

Positions of all 18 atoms, in Å:
N1 1.410 0.108 1.123
C1 -0.053 0.032 1.160
C2 -0.655 -1.209 0.513
N2 -0.600 -1.168 -0.951
H1 1.647 1.001 1.531
H2 1.832 -0.643 1.653
H3 -0.514 0.059 2.161
H4 -0.392 0.931 0.638
H5 -1.696 -1.289 0.830
H6 -0.123 -2.091 0.874
H7 -0.278 -2.053 -1.305
H8 -1.441 -0.967 -1.454
O1 4.023 1.769 -1.541
H9 4.070 1.161 -2.288
H10 3.074 1.921 -1.547
O2 -3.663 0.559 -0.279
H11 -3.096 1.219 0.107
H12 -3.544 0.661 -1.224



Version B
Density functional theory data (ωB97M-V/def2-TZVPD) for a cluster of 3 separate species, C2H12N2O2 in total.

Values from the calculation:
- SMILES = CNCN.O.O
- frontier orbital gap (eV) = 10.659
- LUMO (eV) = 0.838
- multiplicity = 1

Positions of all 18 atoms, in Å:
C1 0.681 0.852 1.818
N1 0.532 -0.475 1.220
C2 -0.643 -0.572 0.340
N2 -0.515 0.161 -0.905
H1 1.555 0.872 2.464
H2 -0.200 1.168 2.392
H3 0.840 1.592 1.033
H4 0.372 -1.127 1.980
H5 -0.800 -1.625 0.113
H6 -1.545 -0.206 0.848
H7 0.334 -0.111 -1.388
H8 -0.437 1.152 -0.719
O1 -3.060 -0.232 -2.328
H9 -2.182 0.019 -1.974
H10 -2.907 -0.440 -3.253
O2 2.513 -0.067 -0.781
H11 3.309 -0.600 -0.936
H12 2.155 -0.360 0.078



Short version: version B is the most stable of them.



Version A
Density functional theory data (ωB97M-V/def2-TZVPD) for a structure of composition C4HBr2ClS.

Values from the calculation:
- frontier orbital gap (eV) = 6.758
- LUMO (eV) = -1.604
- multiplicity = 1

Positions of all 9 atoms, in Å:
C1 -0.101 1.352 0.901
C2 0.718 1.440 -0.098
C3 0.209 -1.067 -0.942
C4 -0.585 -1.248 0.049
S1 -1.053 -0.090 1.295
Cl1 1.818 2.227 -0.991
Br1 0.914 -1.860 -2.417
Br2 -1.580 -2.883 0.586
H1 -0.340 2.129 1.617



Version B
Density functional theory data (ωB97M-V/def2-TZVPD) for a cluster of 2 separate species, C4HBr2ClS in total.

Values from the calculation:
- SMILES = BrC#CSBr.C#CCl
- frontier orbital gap (eV) = 7.904
- LUMO (eV) = -0.934
- multiplicity = 1

Positions of all 9 atoms, in Å:
Br1 -2.684 -1.697 0.139
C1 -1.527 -0.301 0.175
C2 -1.081 0.814 -0.073
S1 0.089 2.032 -0.121
Br2 -1.372 3.698 0.015
C3 1.935 -0.429 0.100
C4 1.395 -1.496 0.036
Cl1 0.482 -2.808 -0.226
H1 2.763 0.187 -0.044



Short version: version B is the most stable of them.



Version A
Density functional theory data (ωB97M-V/def2-TZVPD) for a structure of composition C40H49N2P2SeSi2Ta.

Values from the calculation:
- frontier orbital gap (eV) = 6.960
- LUMO (eV) = -6.192
- multiplicity = 1
- charge = +2

Positions of all 97 atoms, in Å:
Ta1 -0.531 -0.287 -1.198
C1 0.487 -1.850 -3.464
Si1 2.113 -1.666 -2.521
C2 3.321 -0.571 -3.403
C3 2.796 -3.327 -2.052
N1 1.445 -0.882 -1.081
P1 1.561 -0.371 0.480
C4 -0.161 -0.116 0.728
P2 -1.609 -1.035 1.062
N2 -2.133 -1.221 -0.528
Si2 -3.586 -2.090 -1.223
C5 -2.999 -3.822 -1.557
C6 -3.949 -1.139 -2.777
C7 -4.987 -2.078 0.001
C8 -2.740 -0.039 2.009
C9 -3.588 0.853 1.354
C10 -4.387 1.710 2.091
C11 -4.335 1.684 3.479
C12 -3.477 0.810 4.134
C13 -2.672 -0.048 3.403
C14 -1.428 -2.672 1.752
C15 -2.410 -3.194 2.594
C16 -2.349 -4.525 2.982
C17 -1.321 -5.336 2.524
C18 -0.353 -4.825 1.666
C19 -0.409 -3.500 1.276
C20 2.310 -1.491 1.640
C21 3.530 -2.075 1.300
C22 4.171 -2.899 2.207
C23 3.602 -3.127 3.456
C24 2.397 -2.532 3.803
C25 1.746 -1.713 2.893
C26 2.455 1.168 0.554
C27 2.752 1.888 -0.600
C28 3.463 3.072 -0.503
C29 3.840 3.556 0.741
C30 3.530 2.848 1.896
C31 2.852 1.647 1.805
H1 0.618 -2.273 -4.463
H2 0.008 -0.877 -3.673
H3 -0.211 -2.530 -2.954
H4 3.788 -1.109 -4.232
H5 4.120 -0.250 -2.731
H6 2.846 0.322 -3.813
H7 2.801 -3.996 -2.916
H8 2.203 -3.802 -1.267
H9 3.825 -3.252 -1.696
H10 -2.182 -3.856 -2.281
H11 -3.813 -4.430 -1.958
H12 -2.657 -4.298 -0.634
H13 -3.093 -1.116 -3.460
H14 -4.234 -0.107 -2.563
H15 -4.772 -1.605 -3.323
H16 -4.945 -2.951 0.654
H17 -5.929 -2.128 -0.551
H18 -5.028 -1.187 0.623
H19 -3.631 0.873 0.271
H20 -5.053 2.396 1.586
H21 -4.963 2.351 4.053
H22 -3.434 0.797 5.214
H23 -1.996 -0.719 3.920
H24 -3.226 -2.576 2.945
H25 -3.107 -4.928 3.639
H26 -1.276 -6.373 2.828
H27 0.443 -5.461 1.303
H28 0.346 -3.116 0.598
H29 3.988 -1.883 0.336
H30 5.117 -3.357 1.952
H31 4.108 -3.768 4.166
H32 1.967 -2.705 4.780
H33 0.808 -1.243 3.163
H34 2.463 1.516 -1.575
H35 3.714 3.620 -1.399
H36 4.394 4.482 0.815
H37 3.841 3.221 2.863
H38 2.643 1.078 2.703
C32 1.772 7.032 -0.915
C33 1.125 5.726 -1.276
C34 1.298 5.163 -2.536
C35 0.717 3.951 -2.891
C36 0.921 3.406 -4.275
C37 -0.064 3.307 -1.926
Se1 -1.001 1.712 -2.499
C38 -0.273 3.833 -0.650
C39 -1.115 3.172 0.410
C40 0.345 5.044 -0.354
H39 2.150 7.547 -1.796
H40 2.613 6.873 -0.235
H41 1.069 7.693 -0.409
H42 1.887 5.690 -3.278
H43 1.541 4.087 -4.855
H44 -0.023 3.282 -4.809
H45 1.414 2.431 -4.262
H46 -1.889 2.534 -0.018
H47 -1.604 3.932 1.019
H48 -0.508 2.548 1.076
H49 0.188 5.470 0.631



Version B
Density functional theory data (ωB97M-V/def2-TZVPD) for a structure of composition C40H49N2P2SeSi2Ta.

Values from the calculation:
- frontier orbital gap (eV) = 6.783
- LUMO (eV) = -6.590
- multiplicity = 1
- charge = +2

Positions of all 97 atoms, in Å:
Ta1 1.295 0.420 0.028
C1 3.442 2.989 1.714
Si1 2.042 2.306 2.760
C2 2.599 0.798 3.728
C3 1.222 3.579 3.844
N1 0.886 1.631 1.520
P1 -0.733 1.831 1.067
C4 -0.796 0.614 -0.186
P2 -0.939 -1.079 0.227
N2 0.685 -1.405 0.533
Si2 1.703 -2.872 0.771
C5 1.472 -3.995 -0.705
C6 3.415 -2.077 0.911
C7 1.407 -3.770 2.382
C8 -2.016 -1.507 1.580
C9 -3.375 -1.231 1.436
C10 -4.249 -1.587 2.444
C11 -3.777 -2.226 3.584
C12 -2.426 -2.490 3.732
C13 -1.540 -2.116 2.733
C14 -1.418 -2.054 -1.193
C15 -2.096 -3.261 -1.033
C16 -2.354 -4.054 -2.141
C17 -1.937 -3.645 -3.398
C18 -1.264 -2.442 -3.560
C19 -1.007 -1.643 -2.461
C20 -1.838 1.722 2.462
C21 -1.460 1.119 3.654
C22 -2.348 1.072 4.714
C23 -3.617 1.613 4.573
C24 -4.002 2.196 3.376
C25 -3.117 2.254 2.318
C26 -0.924 3.468 0.387
C27 -1.002 4.567 1.245
C28 -1.059 5.843 0.717
C29 -1.041 6.025 -0.661
C30 -0.977 4.934 -1.513
C31 -0.918 3.653 -0.991
H1 4.297 3.284 2.310
H2 3.814 2.246 0.999
H3 3.117 3.856 1.140
H4 3.302 1.080 4.503
H5 1.770 0.290 4.212
H6 3.106 0.075 3.091
H7 1.863 3.733 4.707
H8 1.112 4.536 3.347
H9 0.247 3.267 4.217
H10 1.395 -3.443 -1.641
H11 2.310 -4.678 -0.787
H12 0.574 -4.598 -0.609
H13 3.617 -1.204 0.285
H14 3.602 -1.792 1.944
H15 4.189 -2.787 0.641
H16 0.497 -4.360 2.411
H17 2.240 -4.460 2.488
H18 1.439 -3.111 3.247
H19 -3.752 -0.756 0.541
H20 -5.301 -1.381 2.338
H21 -4.468 -2.516 4.359
H22 -2.061 -2.981 4.621
H23 -0.482 -2.299 2.855
H24 -2.422 -3.588 -0.057
H25 -2.885 -4.983 -2.021
H26 -2.143 -4.262 -4.259
H27 -0.946 -2.121 -4.541
H28 -0.499 -0.691 -2.597
H29 -0.472 0.693 3.761
H30 -2.053 0.617 5.646
H31 -4.306 1.584 5.401
H32 -4.989 2.615 3.271
H33 -3.417 2.728 1.395
H34 -1.044 4.431 2.315
H35 -1.132 6.695 1.375
H36 -1.090 7.021 -1.069
H37 -0.986 5.081 -2.581
H38 -0.885 2.788 -1.646
C32 1.150 -2.051 -6.959
C33 1.407 -1.253 -5.725
C34 2.398 -1.614 -4.830
C35 2.677 -0.869 -3.690
C36 3.772 -1.333 -2.793
C37 1.907 0.271 -3.447
Se1 2.255 1.493 -1.951
C38 0.892 0.673 -4.337
C39 0.042 1.882 -4.119
C40 0.669 -0.107 -5.461
H39 1.658 -3.010 -6.926
H40 1.501 -1.515 -7.839
H41 0.085 -2.229 -7.094
H42 2.992 -2.494 -5.028
H43 4.410 -2.047 -3.305
H44 3.358 -1.853 -1.930
H45 4.394 -0.509 -2.435
H46 -0.595 1.752 -3.244
H47 -0.603 2.046 -4.977
H48 0.638 2.780 -3.968
H49 -0.101 0.197 -6.156



Short version: version A is the most stable of them.



Version A
Density functional theory data (ωB97M-V/def2-TZVPD) for a structure of composition C2H3ClO2.

Values from the calculation:
- frontier orbital gap (eV) = 8.812
- LUMO (eV) = 0.668
- multiplicity = 1

Positions of all 8 atoms, in Å:
C1 -1.254 -1.077 0.192
C2 -0.892 0.727 -0.342
O1 -0.308 -0.488 -0.541
O2 -1.877 0.075 0.413
Cl1 3.668 0.003 0.243
H1 -1.289 -1.937 0.922
H2 3.145 1.247 0.147
H3 -1.193 1.450 -1.033



Version B
Density functional theory data (ωB97M-V/def2-TZVPD) for a cluster of 2 separate species, C2H3ClO2 in total.

Values from the calculation:
- SMILES = O1[C@H]2O[C@@H]12.Cl
- frontier orbital gap (spin up / spin down) (eV) = 8.922 / 8.921
- LUMO (spin up / spin down) (eV) = 0.740 / 0.739
- multiplicity = 1

Positions of all 8 atoms, in Å:
O1 -0.804 -0.557 1.003
C1 -0.611 0.687 0.797
O2 -0.810 0.654 -0.547
C2 -0.954 -0.775 -0.316
H1 -0.131 1.482 1.388
H2 -1.876 -1.125 -0.567
Cl1 2.505 0.089 -0.297
H3 2.680 -0.456 -1.461



Short version: version B is the most stable of them.